{"formula": "C30H43CeIN4O4", "method": "ωB97M-V/def2-TZVPD", "elements": ["Ce", "C", "C", "N", "C", "C", "N", "C", "C", "H", "H", "H", "H", "H", "H", "H", "H", "H", "H", "H", "H", "O", "C", "O", "C", "N", "C", "C", "C", "H", "H", "H", "H", "H", "H", "H", "H", "H", "C", "C", "C", "C", "C", "C", "C", "C", "N", "C", "C", "C", "C", "H", "H", "H", "H", "H", "H", "H", "H", "H", "H", "H", "H", "H", "H", "H", "H", "H", "H", "I", "C", "C", "C", "C", "C", "C", "C", "O", "O", "H", "H", "H", "H"], "coordinates": [[0.17762, -0.24462, 0.43619], [3.62792, 0.49011, 1.01483], [5.12352, 0.33492, 0.63166], [5.25532, -0.62397, -0.44882], [4.52460, -0.15837, -1.61577], [3.01730, 0.03361, -1.27081], [2.78151, -0.36502, 0.13821], [3.21851, -1.78400, 0.30689], [4.73227, -1.90633, -0.00191], [3.30519, 1.52150, 0.87943], [3.44313, 0.18727, 2.04767], [5.70823, -0.01572, 1.48257], [5.53989, 1.29158, 0.31428], [4.64150, -0.88287, -2.42197], [4.96123, 0.78287, -1.95054], [2.38763, -0.59241, -1.90890], [2.70706, 1.07806, -1.38771], [2.62667, -2.39221, -0.37579], [2.96868, -2.08922, 1.32718], [4.89347, -2.64678, -0.78591], [5.29334, -2.22889, 0.87500], [0.95965, 1.89504, 1.13589], [0.95818, 1.57950, 2.34919], [0.81267, 0.37542, 2.69915], [1.08499, 2.67086, 3.39604], [0.94661, 2.02653, 4.75325], [-0.37596, 2.50132, 5.36891], [-1.14319, 3.02897, 4.17112], [-0.05838, 3.68439, 3.32718], [2.07473, 3.11914, 3.31133], [1.73440, 2.25522, 5.35662], [0.93086, 1.00457, 4.61809], [-0.12522, 3.28714, 6.07887], [-0.82170, 1.66278, 5.89653], [-1.92209, 3.72454, 4.47506], [-1.62001, 2.21059, 3.62646], [0.26912, 4.62570, 3.76987], [-0.34725, 3.87737, 2.29668], [-0.86354, 2.12577, -3.61906], [-1.90437, 1.61947, -2.66860], [-3.24247, 1.55982, -3.02050], [-4.20548, 1.09061, -2.12837], [-5.65218, 1.05774, -2.52649], [-3.82573, 0.62893, -0.87340], [-2.48423, 0.65504, -0.47695], [-1.55594, 1.18990, -1.38597], [-1.97603, 0.15758, 0.74036], [-2.77503, -0.79131, 1.57211], [-3.36336, -1.96193, 0.78148], [-3.84481, -0.03991, 2.37280], [-1.77998, -1.38737, 2.57220], [-1.23712, 2.96117, -4.20898], [-0.57656, 1.34124, -4.32279], [0.03523, 2.45968, -3.09825], [-3.55652, 1.90914, -3.99639], [-5.83675, 1.67089, -3.40556], [-6.29027, 1.41289, -1.71781], [-5.95923, 0.03702, -2.76124], [-4.58992, 0.27408, -0.20457], [-0.51411, 1.43881, -1.12452], [-4.10195, -1.67208, 0.04300], [-3.85595, -2.63930, 1.48051], [-2.57775, -2.53274, 0.28035], [-4.72096, 0.21676, 1.78421], [-3.43912, 0.88198, 2.79156], [-4.18731, -0.66555, 3.19898], [-0.95924, -1.93355, 2.06989], [-2.26380, -2.17520, 3.14970], [-1.37043, -0.64715, 3.25943], [1.82437, -2.60380, -7.18229], [1.20273, -2.80485, -5.22226], [1.21143, -4.05124, -4.60749], [0.79438, -4.18085, -3.29441], [0.39564, -3.05831, -2.57161], [0.36517, -1.81636, -3.19668], [0.75867, -1.68808, -4.51580], [-0.03077, -3.26225, -1.17200], [-0.53825, -4.21831, -0.67889], [0.18905, -2.13503, -0.36221], [1.53716, -4.92372, -5.15697], [0.78417, -5.15342, -2.82162], [-0.02388, -0.93990, -2.68520], [0.71303, -0.72484, -5.00577]], "lowdin_charge": [1.4518, -0.1284, -0.1310, -0.1504, -0.1165, -0.1178, -0.2396, -0.1115, -0.1228, 0.1144, 0.1228, 0.1275, 0.1288, 0.1314, 0.1297, 0.1083, 0.1330, 0.1120, 0.1355, 0.1308, 0.1288, -0.0592, -0.5897, -0.0757, -0.1296, 0.1218, -0.0574, -0.1277, -0.0859, 0.1798, 0.1899, 0.1682, 0.1419, 0.1396, 0.1388, 0.1094, 0.1385, 0.1381, -0.0189, -0.2459, 0.0180, -0.2249, -0.0238, 0.0251, -0.2491, -0.0586, -0.0895, -0.5841, 0.0008, -0.0087, -0.0444, 0.0952, 0.0804, 0.0814, 0.1322, 0.0855, 0.0907, 0.0975, 0.1007, 0.0735, 0.0788, 0.1070, 0.0877, 0.0800, 0.0765, 0.1005, 0.0766, 0.1160, 0.0785, 0.9640, -0.7371, -0.1175, 0.0118, -0.1413, -0.0370, -0.1358, -0.4412, 0.1750, -0.2785, 0.1064, 0.1338, 0.0966, 0.0883], "total_charge": 2, "homo_energy_ev": [-12.92, -12.92], "gap_ev": [6.1, 6.1], "e_lumo_ev": [-6.8, -6.8], "total_energy_ev": -66976.4275, "mol_weight_g_mol": 790.72, "fmax_ev_per_a": 1.27}